[1]
ORCA calculation (the ωB97M-V functional and the def2-TZVPD basis) on an isolated molecule of C13H10N6OS2.

Summary:
Gap between HOMO and LUMO: 8.00 eV
Energy relative to the best compared isomer or geometry (same formula, charge and spin): 45.7 kcal per mole
Molecular weight: 330.4 g mol⁻¹
2S+1: 1
SMILES: C[C@H](Sc1ccc2nnc(-c3cccs3)n2n1)c1nnco1

Last column: Löwdin charge in e.
Positions of all 32 atoms, in Å:
C1 1.85443 -3.10540 2.21927  -0.13
C2 1.19184 -2.02637 1.23431  -0.46
S1 2.66558 -1.56400 0.12068  0.95
C3 2.00279 0.05992 -0.46155  -0.52
C4 2.74958 1.33410 -0.31118  -0.06
C5 2.20010 2.58837 -0.51228  0.06
C6 0.80447 2.48771 -1.00144  -0.29
N1 0.00706 3.44804 -1.36472  0.09
N2 -1.13296 2.78986 -1.73316  0.08
C7 -1.09586 1.53956 -1.57153  -0.34
C8 -2.16324 0.56123 -1.84464  -0.42
C9 -3.10665 0.57978 -2.79684  -0.06
C10 -3.91420 -0.72042 -2.74365  -0.11
C11 -3.49670 -1.48286 -1.68911  -0.43
S2 -2.10555 -0.92163 -0.84441  1.02
N3 0.14800 1.26445 -1.10873  0.02
N4 0.77365 0.06929 -0.92864  0.10
C12 0.69195 -0.86406 2.08665  -0.37
N5 -0.62118 -0.60547 2.20293  0.06
N6 -0.76167 0.64082 2.67102  0.05
C13 0.48742 1.09304 2.78058  -0.15
O1 1.45127 0.18177 2.47292  0.08
H1 1.14015 -3.59820 2.95331  0.10
H2 2.43696 -3.83682 1.58753  0.07
H3 2.68599 -2.74209 2.83437  0.07
H4 0.42240 -2.44678 0.59627  0.09
H5 3.64303 1.29372 0.23980  0.08
H6 2.47935 3.60614 -0.24581  0.12
H7 -3.23732 1.36020 -3.46144  0.09
H8 -4.73165 -0.83682 -3.35592  0.06
H9 -4.08338 -2.21576 -1.26544  0.04
H10 0.61436 2.06866 3.24086  0.13

Atoms 1-2, force components in eV/Å:
0.14 -0.85 -0.69
2.52 -0.24 2.21



[2]
ORCA calculation (the ωB97M-V functional and the def2-TZVPD basis) on an isolated molecule of C13H10OS.

Summary:
Gap between HOMO and LUMO (spin up / spin down): 7.71 / 8.19 eV
Energy relative to the best compared isomer or geometry (same formula, charge and spin): 92.5 kcal per mole
Molecular weight: 214.3 g mol⁻¹
2S+1: 1

Last column: Löwdin charge in e.
Positions of all 25 atoms, in Å:
C1 2.03530 2.45729 -0.22210  -0.09
C2 -0.34136 -3.24733 0.03128  -0.04
C3 3.00398 2.32150 0.79069  -0.08
C4 -1.61648 -2.94059 -0.43023  -0.07
C5 1.14951 1.47367 -0.55905  -0.07
C6 0.55017 -2.15440 0.28298  0.00
C7 2.83837 1.26269 1.68352  -0.09
C8 -2.06918 -1.64916 -0.50811  -0.10
C9 1.12093 0.26669 0.22314  -0.21
C10 0.16461 -0.84406 -0.01915  -0.16
C11 1.94424 0.34251 1.27747  0.08
C12 -1.21541 -0.65199 -0.31026  -0.29
C13 -3.06348 1.10873 -1.10935  -0.20
O1 -2.13842 1.13148 1.26606  -0.47
S1 -1.70617 1.10634 -0.13443  0.87
H1 2.19804 3.46284 -0.72256  0.13
H2 0.03696 -4.19792 0.23535  0.08
H3 3.66919 3.14034 0.97298  0.09
H4 -2.19763 -3.83769 -0.71626  0.12
H5 0.45979 1.55818 -1.30969  0.06
H6 1.57474 -2.29651 0.56511  0.11
H7 3.54176 0.96562 2.52243  0.13
H8 -3.05574 -1.25544 -0.73836  0.11
H9 -3.91332 1.83711 -1.00647  0.06
H10 -2.97038 0.64009 -2.06499  0.03

Atoms 1-2, force components in eV/Å:
2.08 2.27 -0.46
0.66 3.71 0.17



[3]
ORCA calculation (the ωB97M-V functional and the def2-TZVPD basis) on a structure of composition C13H11AsBr2NO4S4Tc.

Summary:
Gap between HOMO and LUMO (spin up / spin down): 5.38 / 5.39 eV
Energy relative to the best compared isomer or geometry (same formula, charge and spin): 15.3 kcal per mole
Molecular weight: 706.2 g mol⁻¹
Net charge: +2
2S+1: 1

Last column: Löwdin charge in e.
Positions of all 37 atoms, in Å:
Tc1 -0.63066 0.96552 0.09922  1.18
C1 -3.08183 -3.36471 0.96959  0.02
C2 -2.76753 -2.44378 -0.20453  -0.54
C3 -3.05598 -3.10483 -1.54936  0.02
O1 -3.45594 -1.20959 -0.06589  -0.05
C4 -1.27236 -2.15957 -0.15753  -0.37
O2 -0.38073 -2.92528 -0.15751  0.21
O3 -0.95445 -0.76214 -0.08761  -0.30
H1 -4.13386 -3.64138 0.91739  0.11
H2 -2.90291 -2.85348 1.91571  0.10
H3 -2.47591 -4.26806 0.93116  0.11
H4 -4.11469 -3.36430 -1.59075  0.11
H5 -2.47834 -4.02012 -1.66149  0.11
H6 -2.82147 -2.43618 -2.37906  0.11
H7 -4.18062 -1.18659 -0.70117  0.12
Br1 1.22568 5.49401 -0.81769  0.94
C5 2.19010 3.91844 -0.65669  -0.59
C6 3.59116 3.90530 -0.78916  -0.12
C7 4.30836 2.73509 -0.68074  -0.59
Br2 6.15609 2.78764 -0.88739  0.93
C8 3.65906 1.48875 -0.41514  -0.16
C9 4.26174 0.22551 -0.27840  0.04
C10 3.47269 -0.87539 -0.03129  0.02
C11 2.08919 -0.73507 0.09427  -0.04
N1 1.49796 0.45259 -0.02655  -0.01
C12 2.27163 1.53434 -0.27768  -0.16
C13 1.55160 2.72573 -0.40371  -0.33
O4 0.23437 2.54918 -0.23624  -0.33
H8 4.10648 4.83474 -0.98666  0.12
H9 5.33491 0.12474 -0.37340  0.11
H10 3.90720 -1.85935 0.06699  0.13
H11 1.45178 -1.58818 0.28693  0.11
S1 -3.96112 1.03056 2.78709  0.18
As1 -2.11335 2.11414 3.42158  0.49
S2 -0.43715 1.07664 2.38148  0.13
S3 -2.62477 2.14014 -0.12403  0.21
S4 -3.46634 2.69496 1.66826  0.00

Atoms 1-2, force components in eV/Å:
-0.13 0.06 1.30
-0.01 -0.04 0.05



[4]
ORCA calculation (the ωB97M-V functional and the def2-TZVPD basis) on a cluster of 2 separate species, C13H12BN4O10 in total.

Summary:
Gap between HOMO and LUMO: 5.55 eV
Energy relative to the best compared isomer or geometry (same formula, charge and spin): 18.3 kcal per mole
Molecular weight: 395.1 g mol⁻¹
Net charge: -1
2S+1: 1

Last column: Löwdin charge in e.
Positions of all 40 atoms, in Å:
N1 2.72760 1.93704 -1.47505  0.13
C1 2.24765 0.87068 -1.48738  -0.20
C2 1.71975 -0.45481 -1.52442  -0.22
C3 0.31359 -0.60806 -1.09849  -0.11
C4 -0.11496 -1.99243 -0.94522  -0.11
N2 -1.42341 -2.35213 -0.97645  -0.17
O1 -2.51009 -1.81784 -1.03669  0.02
O2 -1.34865 -3.80362 -1.10097  -0.03
N3 -0.07498 -4.25125 -1.29651  0.11
C5 0.67333 -3.10080 -1.24151  -0.15
C6 2.04018 -2.90101 -1.66964  -0.11
N4 2.94866 -3.96186 -2.11653  -0.37
O3 2.73066 -5.16311 -1.90689  0.00
O4 3.97399 -3.56761 -2.72340  -0.05
C7 2.48981 -1.58052 -1.80525  0.02
H1 -0.46718 0.00188 -1.59087  0.13
H2 3.50359 -1.39725 -2.18106  0.13
C8 -4.22178 1.02299 0.95649  0.03
C9 -2.83012 0.49601 0.97476  -0.43
O5 -1.89094 1.39900 0.45949  0.22
B1 -0.80780 1.76053 1.18809  -0.70
H3 0.42435 -0.26388 -0.12546  0.06
O6 0.06516 2.67927 0.64646  0.22
C10 0.00978 3.00029 -0.70060  -0.48
C11 0.43080 4.40927 -0.93462  0.01
O7 -0.31218 2.22686 -1.56659  0.12
O8 -0.38895 1.15397 2.35438  0.22
C12 0.41044 0.06969 2.61454  -0.43
C13 0.81405 -0.02539 4.04406  0.03
O9 0.76645 -0.72449 1.76076  0.14
O10 -2.48865 -0.58654 1.40614  0.14
H4 -4.26001 2.11370 0.88791  0.09
H5 -4.79303 0.58821 0.12680  0.10
H6 -4.73311 0.70397 1.87693  0.10
H7 1.10861 4.76086 -0.16327  0.09
H8 0.92561 4.49920 -1.90236  0.09
H9 -0.44963 5.05942 -0.96316  0.09
H10 -0.00617 -0.36194 4.66941  0.09
H11 1.61178 -0.76069 4.13989  0.09
H12 1.18580 0.92238 4.42630  0.09

Atoms 1-2, force components in eV/Å:
-0.69 -1.20 0.13
1.13 0.45 -0.43



[5]
ORCA calculation (the ωB97M-V functional and the def2-TZVPD basis) on an isolated molecule of C13H12Cl2Si.

Summary:
Gap between HOMO and LUMO: 9.82 eV
Energy relative to the best compared isomer or geometry (same formula, charge and spin): 47.6 kcal per mole
Molecular weight: 267.2 g mol⁻¹
2S+1: 1
SMILES: C[Si@@](Cl)(c1ccccc1)c1ccc(Cl)cc1

Last column: Löwdin charge in e.
Positions of all 28 atoms, in Å:
C1 -1.89901 1.30465 1.42835  -0.17
Si1 -0.08562 0.82518 0.91033  0.33
Cl1 1.36034 1.84971 1.97160  0.39
C2 -0.04121 -1.05082 1.15614  -0.28
C3 1.17749 -1.63920 1.52153  -0.10
C4 1.13557 -2.96736 1.95519  -0.09
C5 -0.08904 -3.62078 1.93386  -0.10
C6 -1.24625 -3.02879 1.43437  -0.11
C7 -1.27827 -1.72153 1.08809  -0.11
C8 0.24341 1.26369 -0.89074  -0.29
C9 0.79413 2.51394 -1.03646  -0.15
C10 1.16606 2.99468 -2.25365  -0.10
C11 0.88007 2.21718 -3.34353  -0.65
Cl2 1.01459 2.81924 -4.98412  0.65
C12 0.53544 0.90301 -3.13730  -0.13
C13 0.29770 0.38820 -1.91439  -0.10
H1 -2.71741 0.97815 0.75045  0.05
H2 -2.02097 2.31847 1.48786  -0.02
H3 -2.01943 0.96363 2.45140  0.03
H4 2.05926 -1.04507 1.41718  0.08
H5 2.12245 -3.53601 2.05177  0.13
H6 -0.15524 -4.67763 2.32723  0.12
H7 -2.20920 -3.57514 1.39856  0.12
H8 -2.13245 -1.24858 0.64203  0.09
H9 0.95735 3.16221 -0.15901  0.07
H10 1.42928 4.02986 -2.43135  0.11
H11 0.50851 0.26716 -4.01779  0.11
H12 0.21245 -0.68805 -1.75759  0.12

Atoms 1-2, force components in eV/Å:
1.15 -1.95 -0.49
-1.92 -0.79 -0.85



[6]
ORCA calculation (the ωB97M-V functional and the def2-TZVPD basis) on a structure of composition C13H12F5N6PdS3.

Summary:
Gap between HOMO and LUMO: 6.52 eV
Energy relative to the best compared isomer or geometry (same formula, charge and spin): 15.5 kcal per mole
Molecular weight: 549.9 g mol⁻¹
Net charge: +1
2S+1: 1

Last column: Löwdin charge in e.
Positions of all 40 atoms, in Å:
Pd1 -0.74792 0.53389 -0.77116  0.24
F1 6.54685 -1.72238 -0.60333  0.15
C1 5.22565 -1.61678 -0.66702  -0.13
C2 4.62044 -0.37442 -0.65903  -0.14
F2 5.36108 0.73154 -0.57217  0.13
C3 3.24196 -0.27276 -0.72551  -0.20
F3 2.72919 0.97506 -0.72015  0.01
C4 2.41624 -1.38254 -0.77397  -0.50
S1 0.65401 -1.37728 -0.78551  0.65
C5 3.05662 -2.61756 -0.78648  -0.25
F4 2.32886 -3.73687 -0.84412  0.09
C6 4.43151 -2.74745 -0.73571  -0.13
F5 4.99063 -3.95220 -0.74427  0.15
C7 -4.60446 -3.15303 -1.12579  0.02
C8 -4.61739 -1.67197 -1.12792  -0.30
N1 -5.65763 -0.90531 -1.17539  0.15
N2 -5.15753 0.37431 -1.15218  0.06
C9 -3.83214 0.41621 -1.08358  -0.70
S2 -2.77255 1.74609 -1.03392  0.65
N3 -3.47500 -0.88588 -1.06739  -0.08
N4 -2.13054 -1.24765 -1.03434  -0.01
H1 -5.62988 -3.51030 -1.14648  0.10
H2 -4.11390 -3.53874 -0.23102  0.09
H3 -4.07619 -3.53776 -1.99909  0.10
H4 -5.78651 1.16017 -1.19248  0.17
H5 -1.94043 -1.97310 -0.34717  0.10
H6 -1.79992 -1.55538 -1.94882  0.10
C10 -0.89955 3.41348 2.19906  0.00
N5 0.44693 2.87374 2.02775  -0.10
C11 1.38119 2.71947 3.03374  -0.02
C12 2.51003 2.24022 2.46271  -0.02
N6 2.23737 2.11463 1.12228  0.10
C13 0.98232 2.49705 0.85921  -0.68
S3 0.27411 2.60209 -0.72097  0.62
H7 -0.99014 3.77718 3.21778  0.10
H8 -1.63673 2.63600 2.01041  0.08
H9 -1.05641 4.22837 1.49765  0.09
H10 1.16081 2.95977 4.05775  0.13
H11 3.45997 1.97769 2.89026  0.13
H12 2.86904 1.80240 0.39638  0.08

Atoms 1-2, force components in eV/Å:
-1.27 -0.66 -0.38
-0.05 0.02 -0.01



[7]
ORCA calculation (the ωB97M-V functional and the def2-TZVPD basis) on a structure of composition C13H12I2MnN.

Summary:
Gap between HOMO and LUMO (spin up / spin down): 5.14 / 7.13 eV
Molecular weight: 491.0 g mol⁻¹
Net charge: +2
2S+1: 5
<S²>: 6.481

Last column: Löwdin spin population.
Positions of all 29 atoms, in Å:
Mn1 -13.67356 -4.79214 3.77352  4.36
N1 -14.21112 -2.95636 2.85012  -0.03
C1 -13.19580 -2.80582 1.77606  0.01
C2 -13.65124 -2.53559 0.48422  0.00
C3 -12.81476 -2.39171 -0.57839  0.00
C4 -11.41522 -2.40828 -0.31520  0.01
C5 -10.98650 -2.64008 0.97407  0.00
C6 -11.80507 -2.83212 2.04979  0.00
C7 -11.32317 -2.86712 3.42459  -0.03
C8 -10.43089 -1.89583 3.85586  -0.03
C9 -9.98293 -1.92348 5.17977  0.04
C10 -10.56753 -2.80167 6.07797  -0.03
C11 -11.59087 -3.70474 5.67830  -0.02
C12 -11.99385 -3.76400 4.32768  -0.36
H1 -15.17895 -2.83842 2.51157  0.00
H2 -14.03237 -2.11281 3.48473  0.00
H3 -14.69613 -2.41536 0.27675  0.00
H4 -13.12831 -2.16921 -1.54450  0.00
H5 -10.74760 -2.33726 -1.09144  0.00
H6 -9.91121 -2.68919 1.15984  0.00
H7 -10.19067 -1.17015 3.18220  0.00
H8 -9.20528 -1.20146 5.49355  0.00
H9 -10.34482 -2.68275 7.18120  -0.01
H10 -12.03879 -4.25366 6.48321  0.00
I1 -15.37212 -5.57289 5.80816  0.05
C13 -15.32757 -7.49344 4.75136  0.01
I2 -13.55662 -7.74630 3.67645  0.01
H11 -16.18881 -7.38980 4.17903  0.00
H12 -15.40002 -8.36794 5.39664  0.00

Atoms 1-2, force components in eV/Å:
0.41 0.48 -0.17
1.06 1.47 1.00